# 1
4 unconnected molecules or ions with the total composition C20H39N3O5P, computed with ωB97M-V with the def2-TZVPD basis set.

The geometry in ORCA input format:
```
! RIJCOSX wB97M-V def2-TZVPD def2/J DEFGRID3
* xyz -1 1
C 6.968 0.671 -0.820
C 6.005 0.951 -1.986
C 6.236 2.313 -2.654
O 5.564 3.355 -2.004
P 4.149 4.051 -2.757
O 3.282 3.987 -1.233
C 2.124 3.227 -1.375
C 2.523 2.012 -2.215
C 1.370 1.377 -3.000
C 0.071 1.313 -2.214
O -0.717 0.175 -2.658
C -1.941 0.125 -2.149
O -2.496 -0.893 -1.827
O 3.485 2.467 -3.121
H 7.916 1.202 -0.946
H 7.177 -0.398 -0.703
H 6.531 1.024 0.119
H 6.010 0.137 -2.719
H 4.994 1.001 -1.579
H 5.984 2.279 -3.723
H 7.316 2.539 -2.590
H 4.674 5.338 -2.410
H 4.798 4.017 -4.041
H 2.984 4.696 -3.369
H 1.789 2.925 -0.372
H 1.320 3.822 -1.847
H 2.962 1.272 -1.526
H 1.645 0.348 -3.262
H 1.250 1.927 -3.935
H -0.515 2.224 -2.381
H 0.255 1.221 -1.140
H -2.457 1.099 -2.085
C -1.253 -3.354 0.013
C -0.165 -4.282 0.533
C 0.500 -3.722 1.797
C 1.087 -2.401 1.570
N 1.512 -1.345 1.392
H -0.835 -2.396 -0.299
H -1.750 -3.781 -0.858
H -2.000 -3.161 0.779
H 0.587 -4.441 -0.242
H -0.582 -5.261 0.779
H 1.282 -4.390 2.161
H -0.248 -3.616 2.585
C -0.372 -0.239 4.325
C -1.385 0.319 3.335
C -2.778 -0.315 3.469
C -2.728 -1.753 3.219
N -2.630 -2.885 3.021
H -0.208 -1.306 4.165
H 0.591 0.257 4.209
H -0.709 -0.096 5.355
H -1.019 0.169 2.317
H -1.491 1.395 3.481
H -3.473 0.125 2.757
H -3.185 -0.154 4.469
C -6.031 -2.466 1.066
C -7.378 -1.761 1.175
C -7.282 -0.254 0.905
C -6.395 0.410 1.858
N -5.666 0.929 2.584
H -5.323 -2.097 1.808
H -6.143 -3.537 1.231
H -5.587 -2.323 0.079
H -7.802 -1.921 2.168
H -8.079 -2.188 0.456
H -8.263 0.220 0.969
H -6.890 -0.073 -0.097
*
```

=====

# 2
C3H5NO2 in the gas phase in a non-equilibrium geometry, computed with ωB97M-V with the def2-TZVPD basis set.

The geometry in ORCA input format:
```
! RIJCOSX wB97M-V def2-TZVPD def2/J DEFGRID3
* xyz 0 1
C -1.746 0.121 0.017
C -0.345 -0.389 -0.046
O -0.181 -1.585 -0.155
C 0.864 0.543 -0.014
N 2.013 -0.160 0.031
O 0.744 1.755 -0.032
H -2.213 -0.814 -0.260
H -2.060 0.339 1.041
H -1.934 1.032 -0.578
H 1.966 -1.167 -0.029
H 2.893 0.326 0.025
*
```

**ΔE to the lowest compared entry with this formula, charge and spin**: 36.13 kJ/mol
**SMILES**: CC(=O)C(N)=O

=====

# 3
A molecular structure, C37H34AsBrILaN2OP in a non-equilibrium geometry, computed with ωB97M-V with the def2-TZVPD basis set.

The geometry in ORCA input format:
```
! RIJCOSX wB97M-V def2-TZVPD def2/J DEFGRID3
* xyz 3 1
La 0.205 -1.152 0.437
I 2.893 -1.084 -1.348
C 4.010 0.629 -0.595
C 5.268 0.346 -0.212
C 6.063 1.418 0.303
C 5.633 2.699 0.104
C 4.318 2.992 -0.350
C 3.968 4.361 -0.509
C 2.716 4.697 -0.894
C 1.816 3.696 -1.180
C 2.067 2.358 -1.016
P 0.569 1.373 -1.072
C 0.124 1.070 -2.746
C -1.219 0.750 -2.994
C -1.606 0.308 -4.246
C -0.693 0.107 -5.200
C 0.627 0.341 -4.992
C 1.056 0.790 -3.755
C -0.796 2.172 -0.203
C -0.946 1.819 1.156
C -1.969 2.342 1.940
C -2.884 3.178 1.359
C -2.763 3.560 0.021
C -1.741 3.091 -0.764
C 3.391 1.933 -0.640
H 5.614 -0.700 -0.189
H 6.988 1.249 0.799
H 6.368 3.466 0.248
H 4.719 5.108 -0.285
H 2.474 5.754 -0.944
H 0.821 4.006 -1.475
H -1.969 0.965 -2.227
H -2.704 0.321 -4.380
H -1.043 -0.158 -6.179
H 1.326 0.359 -5.779
H 2.131 1.052 -3.595
H -0.129 1.173 1.671
H -2.170 2.045 2.997
H -3.752 3.539 1.927
H -3.460 4.180 -0.386
H -1.616 3.417 -1.737
Br -6.365 2.121 -0.496
C -5.074 0.738 -0.607
C -4.743 0.131 -1.788
C -3.744 -0.854 -1.816
C -3.162 -1.220 -0.609
C -3.597 -0.686 0.627
C -4.577 0.293 0.613
N -2.045 -2.096 -0.551
C -2.074 -3.213 -1.079
C -0.809 -4.053 -1.112
C -0.798 -5.346 -1.531
C 0.390 -6.196 -1.404
C 1.477 -5.503 -0.885
C 1.402 -4.194 -0.455
N 0.328 -3.452 -0.593
H -5.111 0.467 -2.696
H -3.375 -1.227 -2.737
H -3.169 -1.024 1.598
H -4.870 0.758 1.589
H -2.982 -3.720 -1.390
H -1.638 -5.811 -2.027
H 0.486 -7.207 -1.625
H 2.402 -5.992 -0.789
H 2.303 -3.784 -0.072
C 1.230 0.298 4.806
As 0.423 -1.308 4.380
C 1.375 -2.804 5.086
C -1.412 -1.400 4.881
O 0.503 -1.448 2.681
H 1.619 0.372 5.826
H 0.539 1.159 4.601
H 2.049 0.274 4.099
H 1.288 -2.852 6.145
H 2.383 -2.729 4.749
H 0.929 -3.704 4.579
H -2.032 -0.590 4.491
H -1.446 -1.469 6.002
H -1.812 -2.305 4.439
*
```

**ΔE to the lowest compared entry with this formula, charge and spin**: 34.30 kJ/mol

=====

Per-record gap between HOMO and LUMO, eV: 6.44; 9.97; 6.93
Per-record lowest unoccupied orbital energy, eV: 1.98; 0.15; -8.61
Per-record M, g/mol: 432.5; 87.1; 974.3